Here is the ion C5H6NP2S4 with charge +1 from the OMol25 dataset. Energies are from ωB97M-V/def2-TZVPD.

Structure (XYZ):
```
18
Properties=species:S:1:pos:R:3:mulliken_charge:R:1
C 1.96 0.95 -1.05 -0.6600
H 2.15 1.30 -2.04 0.4027
C 1.22 -0.02 1.45 0.0486
H 3.60 1.88 -0.21 0.3454
H -2.63 -4.28 -0.53 0.1820
S -1.74 -3.60 -1.29 -0.1780
H 0.70 -0.23 2.48 0.2822
C 0.74 0.45 -0.79 0.1458
S -2.13 -1.60 -0.80 -0.0386
C 2.83 1.09 0.00 -0.0514
C 2.54 0.56 1.28 -0.6639
H 0.08 0.29 -1.64 0.3814
N 0.37 -0.04 0.42 0.1760
P -1.36 -0.37 0.99 0.1369
P -4.34 0.64 0.62 0.3279
S -5.34 1.07 -0.95 -0.0500
S -2.12 1.32 0.14 -0.1585
H 3.44 0.59 1.92 0.3714
```

Values from the calculation:
E_LUMO = -5.01 eV
Frontier orbital gap = 0.2626 Ha
DFT total energy = -68683.9472 eV
SMILES string = S=P#S#P(SS)[n+]1ccccc1
Energy relative to the best compared isomer or geometry (same formula, charge and spin) = 30.8 kcal per mole
Charge = +1
HOMO level = -12.1572 eV



Here is an isolated molecule of C5H6NPS2 from the OMol25 dataset. Energies are from ωB97M-V/def2-TZVPD.

Structure (XYZ):
```
15
Properties=species:S:1:pos:R:3:mulliken_charge:R:1
C 1.17 0.85 -1.65 -0.1129
S -2.29 0.45 3.02 -0.3253
H -0.56 -1.73 2.32 0.1176
H 1.74 1.29 -2.46 0.3973
N -0.38 -0.19 0.40 0.0092
C 0.07 0.01 -1.92 -0.7568
P -1.34 -0.72 1.80 0.1657
C -0.71 -0.44 -0.90 0.1432
S 1.51 0.11 2.15 -0.4075
H -2.20 -1.48 0.99 0.0170
C 0.84 0.40 0.68 0.3471
C 1.52 1.07 -0.36 -0.6509
H -1.59 -1.04 -1.07 0.3047
H 2.37 1.68 -0.07 0.3890
H -0.16 -0.27 -2.94 0.3628
```

Values from the calculation:
E_LUMO = -0.35 eV
Frontier orbital gap = 0.2913 Ha
DFT total energy = -37731.2784 eV
SMILES string = S=[PH2]n1ccccc1=S
Energy relative to the best compared isomer or geometry (same formula, charge and spin) = 0.0 kcal per mole
Charge = 0
HOMO level = -8.2756 eV



Here is an isolated molecule of C5H6O from the OMol25 dataset. Energies are from ωB97M-V/def2-TZVPD.

Structure (XYZ):
```
12
Properties=species:S:1:pos:R:3:mulliken_charge:R:1
H -1.05 -0.99 1.12 0.3781
C 3.62 0.33 -0.06 0.2840
H -3.02 -0.19 -0.33 0.3491
C 1.20 -0.48 0.64 -0.9637
H -1.40 0.76 1.23 0.2638
H -1.87 0.78 -1.27 0.2957
C -1.09 -0.05 0.56 -0.1744
O 0.26 0.28 0.16 -0.1312
C -1.98 -0.12 -0.66 -1.0789
C 2.47 0.02 0.19 0.0718
H 4.60 0.65 -0.31 0.4081
H -1.74 -0.99 -1.28 0.2976
```

Values from the calculation:
E_LUMO = 0.05 eV
Frontier orbital gap = 0.3205 Ha
DFT total energy = -7325.0891 eV
Energy relative to the best compared isomer or geometry (same formula, charge and spin) = 96.7 kcal per mole
Charge = 0
HOMO level = -8.6758 eV



Here is an isolated molecule of C5H6O from the OMol25 dataset. Energies are from ωB97M-V/def2-TZVPD.

Structure (XYZ):
```
12
Properties=species:S:1:pos:R:3:mulliken_charge:R:1
C -0.56 -0.95 0.01 -0.3824
H 2.14 -0.34 0.50 0.3113
H 1.99 0.56 -1.02 0.2454
C 1.62 0.47 0.00 -1.0878
H -2.78 -1.24 0.00 0.3897
H -0.17 -1.95 0.01 0.4310
H 1.82 1.41 0.52 0.3074
C -1.95 0.78 0.00 -0.4009
C 0.15 0.21 0.01 0.4360
O -0.69 1.26 0.00 -0.3186
C -1.93 -0.58 0.00 -0.3713
H -2.75 1.49 0.00 0.4402
```

Values from the calculation:
E_LUMO = 1.15 eV
Frontier orbital gap = 0.3507 Ha
DFT total energy = -7329.0915 eV
SMILES string = Cc1ccco1
Energy relative to the best compared isomer or geometry (same formula, charge and spin) = 4.5 kcal per mole
Charge = 0
HOMO level = -8.3975 eV